This record from the OMol25 dataset describes a structure of composition C28H25N3O5RuS. The level of theory is ωB97M-V with the def2-TZVPD basis set.

The geometry in ORCA input format:
```
! wB97M-V def2-TZVPD RIJCOSX def2/J DEFGRID3
* xyz 2 5
Ru 0.304 0.985 -0.396
O 3.467 -2.542 5.603
C 2.735 -1.444 5.859
O 2.493 -1.109 6.979
C 2.236 -0.650 4.677
C 2.842 -0.674 3.425
C 2.344 0.099 2.390
C 1.244 0.908 2.630
C 0.625 0.944 3.874
C 1.133 0.166 4.899
N 0.735 1.712 1.560
C 0.491 2.949 1.749
C -0.071 3.721 0.640
C -0.361 5.064 0.746
C -0.896 5.725 -0.355
C -1.116 5.012 -1.517
C -0.796 3.663 -1.558
N -0.284 3.021 -0.504
H 3.461 -2.769 4.666
H 3.726 -1.273 3.246
H 2.808 0.090 1.413
H -0.252 1.558 4.036
H 0.688 0.180 5.885
H 0.704 3.433 2.698
H -0.169 5.583 1.675
H -1.133 6.779 -0.299
H -1.529 5.484 -2.397
H -0.945 3.077 -2.452
O 2.294 1.192 -1.096
N 2.524 0.798 -2.357
C 3.808 0.792 -2.768
C 4.126 0.409 -4.046
C 3.105 0.029 -4.913
C 1.800 0.046 -4.469
C 1.510 0.437 -3.166
S -0.133 0.505 -2.559
H 4.520 1.106 -2.019
H 5.161 0.412 -4.353
H 3.331 -0.275 -5.926
H 0.980 -0.237 -5.115
C -5.375 -2.876 -2.034
C -4.033 -2.617 -1.462
C -2.865 -3.042 -2.128
C -1.628 -2.854 -1.576
C -0.376 -3.357 -2.215
C -1.557 -2.146 -0.329
C -2.724 -1.741 0.390
C -2.585 -1.120 1.747
C -3.932 -1.961 -0.202
C -0.221 -1.972 0.316
O 0.118 -2.966 0.914
O 0.448 -0.871 0.243
H -5.329 -3.320 -3.024
H -5.956 -1.951 -2.072
H -5.928 -3.549 -1.370
H -2.962 -3.550 -3.079
H -0.575 -3.765 -3.202
H 0.070 -4.137 -1.594
H 0.362 -2.555 -2.301
H -2.212 -1.860 2.458
H -3.540 -0.746 2.107
H -1.866 -0.297 1.737
H -4.844 -1.651 0.294
*
```

## Properties
Kohn-Sham gap (alpha / beta) = 7.558 / 5.177 eV
LUMO level (alpha / beta) = -6.6117 / -8.9871 eV